[1]
Here is C15H31ClO4P2Zn as an isolated structure from the OMol25 dataset. Energies are from the ωB97M-V functional and the def2-TZVPD basis.

Structure (ORCA input):
```
! wB97M-V def2-TZVPD RIJCOSX def2/J DEFGRID3
* xyz 0 1
P 0.20 -1.40 -3.04
P 0.01 1.79 -2.93
C -0.20 -0.48 -4.61
C 0.28 0.98 -4.58
H -1.29 -0.50 -4.73
H 0.23 -1.01 -5.47
H 1.36 1.01 -4.79
H -0.22 1.57 -5.36
C -1.59 2.66 -3.27
H -1.81 3.35 -2.45
H -2.41 1.93 -3.32
H -1.56 3.22 -4.22
C 1.16 3.23 -3.13
H 0.99 3.77 -4.07
H 2.20 2.88 -3.11
H 1.03 3.93 -2.30
C -0.97 -2.83 -3.25
H -0.77 -3.58 -2.48
H -0.87 -3.30 -4.24
H -2.00 -2.48 -3.13
C 1.77 -2.23 -3.56
H 2.58 -1.49 -3.62
H 1.67 -2.73 -4.53
H 2.05 -2.97 -2.81
Zn 0.00 0.00 3.59
C 0.66 1.53 2.11
C -0.72 1.46 2.03
C -1.50 0.74 0.94
C -1.88 -0.71 1.31
C -0.81 -1.44 2.09
C 0.56 -1.37 1.88
C 1.23 -0.59 0.76
C 1.65 0.84 1.18
C 0.08 -1.47 5.05
H 1.09 2.32 2.73
H -1.28 2.19 2.62
H -0.93 0.76 0.01
H -2.42 1.30 0.75
H -2.78 -0.69 1.93
H -2.14 -1.27 0.40
H -1.18 -2.27 2.70
H 1.18 -2.12 2.37
H 0.57 -0.55 -0.11
H 2.12 -1.13 0.44
H 2.61 0.79 1.71
H 1.82 1.46 0.29
H 0.80 -1.20 5.84
H 0.36 -2.45 4.64
H -0.91 -1.56 5.52
O -0.80 1.21 7.74
Cl 0.00 0.00 7.27
O 1.43 0.13 7.78
O -0.63 -1.26 7.86
O 0.00 0.00 5.59
*
```

ΔE to the lowest compared entry with this formula, charge and spin: 402.0 kJ/mol
Calculated total energy: -103747.62624 eV
HOMO: -5.799 eV
Kohn-Sham gap: 4.40 eV


[2]
Here is C37H37FN7O5PRe as an isolated structure from the OMol25 dataset. Energies are from the ωB97M-V functional and the def2-TZVPD basis.

Structure (ORCA input):
```
! wB97M-V def2-TZVPD RIJCOSX def2/J DEFGRID3
* xyz 2 2
Re 0.68 -0.78 -0.45
O 1.42 -3.27 3.81
C 1.21 -2.65 2.66
O 0.16 -2.18 2.32
C 2.44 -2.63 1.80
C 3.61 -3.24 2.22
C 4.73 -3.24 1.40
C 4.62 -2.63 0.16
C 3.42 -2.05 -0.19
N 2.34 -2.03 0.60
C 3.27 -1.39 -1.53
O 4.15 -1.23 -2.31
O 1.98 -1.04 -1.80
H 0.59 -3.27 4.32
H 3.64 -3.72 3.19
H 5.65 -3.70 1.72
H 5.44 -2.59 -0.54
N 4.79 5.29 0.55
C 4.86 4.07 1.11
O 5.72 3.73 1.89
C 3.78 3.08 0.73
C 3.68 1.93 1.52
C 2.75 0.97 1.20
N 1.93 1.06 0.14
C 2.00 2.17 -0.59
C 2.90 3.19 -0.33
H 5.50 5.96 0.80
H 4.03 5.60 -0.03
H 4.34 1.82 2.37
H 2.63 0.11 1.84
H 1.34 2.25 -1.44
H 2.91 4.04 -1.00
C -2.90 -0.47 5.01
C -3.86 -0.19 3.87
C -4.10 -1.43 3.02
C -3.40 1.00 3.03
N -2.13 0.75 2.34
C -1.88 0.17 1.18
N -0.57 0.13 1.00
N -0.04 0.71 2.11
N -0.95 1.08 2.89
H -3.24 -1.34 5.58
H -2.83 0.37 5.70
H -1.89 -0.69 4.64
H -4.81 0.14 4.29
H -3.15 -1.89 2.73
H -4.67 -1.21 2.12
H -4.65 -2.17 3.58
H -3.24 1.90 3.63
H -4.12 1.24 2.24
H -2.63 -0.17 0.49
C -1.16 -0.95 -3.53
P -0.62 0.23 -2.26
C -2.14 0.99 -1.64
C -3.39 0.45 -1.95
C -4.54 0.99 -1.38
C -4.45 2.07 -0.52
C -3.21 2.62 -0.21
C -2.06 2.07 -0.77
C 0.20 1.50 -3.28
C -0.44 2.70 -3.60
C 0.19 3.62 -4.43
C 1.44 3.35 -4.96
C 2.06 2.14 -4.67
C 1.45 1.22 -3.84
H -1.74 -0.40 -4.27
H -1.73 -1.77 -3.12
H -0.27 -1.34 -4.02
H -3.48 -0.39 -2.62
H -5.51 0.57 -1.62
H -5.35 2.50 -0.09
H -3.14 3.47 0.45
H -1.10 2.49 -0.50
H -1.42 2.93 -3.21
H -0.31 4.55 -4.67
H 1.92 4.06 -5.61
H 3.03 1.91 -5.09
H 1.95 0.29 -3.63
F -2.43 -6.06 -1.34
C -1.79 -4.91 -1.14
C -2.17 -4.10 -0.08
C -1.48 -2.92 0.13
C -0.44 -2.49 -0.72
C -0.10 -3.36 -1.77
C -0.74 -4.56 -1.98
H -2.97 -4.42 0.57
H -1.75 -2.34 0.99
H 0.71 -3.10 -2.45
H -0.46 -5.23 -2.78
*
```

ΔE to the lowest compared entry with this formula, charge and spin: 55.1 kJ/mol
Calculated total energy: -73762.02698 eV
HOMO (spin up / spin down): -13.623 / -13.649 eV
<S²>: 0.7645
Kohn-Sham gap (spin up / spin down): 6.33 / 6.42 eV


[3]
Here is a 11-piece molecular cluster, C36H62Br10N2O4 overall from the OMol25 dataset. Energies are from the ωB97M-V functional and the def2-TZVPD basis.

Structure (ORCA input):
```
! wB97M-V def2-TZVPD RIJCOSX def2/J DEFGRID3
* xyz 0 1
Br 4.23 -0.28 -1.22
C 3.76 1.02 0.13
C 4.11 0.42 1.48
Br 4.02 1.82 2.87
H 2.71 1.31 0.06
H 4.37 1.91 -0.01
H 5.16 0.13 1.52
H 3.46 -0.40 1.76
Br 2.38 -6.16 -2.91
C 2.15 -4.38 -3.71
C 3.44 -3.59 -3.59
Br 3.16 -1.76 -4.29
H 1.32 -3.89 -3.21
H 1.88 -4.52 -4.75
H 4.28 -4.08 -4.06
H 3.66 -3.46 -2.53
Br 2.18 4.29 -0.41
C 1.78 4.40 1.49
C 2.97 5.03 2.18
Br 2.96 6.99 1.84
H 1.60 3.39 1.87
H 0.82 4.90 1.60
H 3.84 4.54 1.76
H 3.01 4.94 3.26
Br -4.09 -2.68 -5.71
C -2.95 -1.09 -5.56
C -1.81 -1.27 -4.58
Br -0.49 -2.59 -5.17
H -3.60 -0.29 -5.23
H -2.57 -0.90 -6.56
H -2.21 -1.68 -3.65
H -1.37 -0.31 -4.29
Br -3.96 0.38 1.96
C -3.90 -0.19 3.81
C -5.25 -0.56 4.39
Br -6.11 -2.01 3.37
H -3.40 0.56 4.42
H -3.21 -1.04 3.82
H -5.93 0.28 4.31
H -5.13 -0.82 5.44
N -1.25 1.32 -0.93
C -0.07 1.60 -1.48
C 0.76 0.63 -2.05
C 0.33 -0.68 -2.01
C -0.86 -1.00 -1.37
C -1.60 0.04 -0.82
H 0.13 2.65 -1.61
H 1.74 0.98 -2.36
H 0.91 -1.50 -2.42
H -1.11 -2.04 -1.18
H -2.53 -0.12 -0.30
N 2.35 -2.50 0.73
C 1.24 -3.24 0.75
C 1.22 -4.63 0.73
C 2.44 -5.31 0.65
C 3.58 -4.54 0.54
C 3.50 -3.16 0.60
H 0.29 -2.75 0.93
H 0.28 -5.14 0.86
H 2.41 -6.39 0.68
H 4.53 -5.04 0.35
H 4.39 -2.55 0.51
C 3.47 1.93 -4.59
C 3.44 3.20 -3.73
C 2.03 3.78 -3.97
O 1.63 3.30 -5.26
C 2.26 2.04 -5.52
H 3.36 1.06 -3.94
H 4.42 1.88 -5.12
H 4.18 3.93 -4.03
H 3.58 2.93 -2.68
H 1.99 4.86 -4.08
H 1.33 3.48 -3.19
H 2.52 2.04 -6.57
H 1.54 1.24 -5.32
C 0.43 1.42 4.11
C 0.30 0.94 2.66
C -0.24 -0.50 2.74
O -0.84 -0.56 4.04
C -0.13 0.25 4.94
H -0.12 2.35 4.25
H 1.47 1.62 4.38
H 1.26 1.00 2.14
H -0.40 1.58 2.12
H 0.56 -1.24 2.70
H -1.00 -0.74 2.00
H 0.69 -0.29 5.43
H -0.82 0.61 5.71
C -3.17 -4.91 2.02
C -4.08 -4.27 0.98
C -3.14 -3.28 0.27
O -1.99 -3.12 1.10
C -2.22 -3.79 2.34
H -2.62 -5.79 1.64
H -3.71 -5.40 2.83
H -4.92 -3.79 1.50
H -4.55 -4.94 0.26
H -3.64 -2.32 0.07
H -2.82 -3.72 -0.68
H -2.76 -3.06 2.98
H -1.29 -4.06 2.85
C -3.76 4.19 2.07
C -3.27 4.09 0.59
C -1.77 4.33 0.69
O -1.54 5.02 1.89
C -2.47 4.46 2.83
H -4.30 3.27 2.26
H -4.46 5.03 2.13
H -3.78 4.86 0.00
H -3.52 3.16 0.09
H -1.33 4.89 -0.14
H -1.21 3.38 0.60
H -2.53 5.16 3.66
H -2.01 3.54 3.23
*
```

Structure (SMILES): c1ccncc1.c1ccncc1.C1CCOC1.C1CCOC1.C1CCOC1.C1CCOC1.BrCCBr.BrCCBr.BrCCBr.BrCCBr.BrCCBr
Calculated total energy: -749931.69768 eV
HOMO: -9.467 eV
Kohn-Sham gap: 9.82 eV